Density functional theory data (ωB97M-V/def2-TZVPD) for 16 unconnected molecules or ions with the total composition C35H108N24O16 in a non-equilibrium geometry.

The geometry in XYZ format:
```
183
Properties=species:S:1:pos:R:3:mulliken_charge:R:1
C 18.8936 -17.4372 11.1528 -0.6017
C 20.2902 -16.7065 11.4248 -0.0203
O 21.3440 -17.6460 11.3877 -0.5255
H 18.4824 -18.0291 11.9705 -0.2168
H 19.0122 -18.2582 10.4457 0.3078
H 18.1489 -16.6528 11.0180 0.5182
H 20.2070 -16.1868 12.3792 -0.2763
H 20.4324 -15.9194 10.6843 0.4162
H 21.7999 -17.6347 10.5429 0.2823
C 14.4402 -14.8512 13.9397 0.6408
O 14.6867 -13.6600 14.1259 -0.7086
N 14.8484 -15.5611 12.9011 -0.1637
N 13.8238 -15.6685 14.7037 -0.0148
H 14.8640 -16.5710 12.9046 -0.0640
H 15.2326 -14.9811 12.1689 0.2076
H 13.5001 -15.2991 15.5863 0.1309
H 13.4205 -16.5330 14.3721 0.0496
C 16.6688 -14.3036 19.6035 0.4148
O 15.7826 -14.4986 20.3815 -0.6895
N 16.5637 -14.0024 18.3253 -0.1758
N 17.8735 -14.3904 19.9330 -0.3793
H 15.6456 -14.0193 17.9045 0.1723
H 17.2020 -13.4094 17.8144 0.3453
H 18.5599 -14.4579 19.1952 0.1923
H 18.0538 -14.8910 20.7915 0.2740
C 10.7898 -19.5213 15.2501 0.5604
O 10.6303 -18.9819 14.1714 -0.8155
N 9.8824 -19.8608 16.1247 -0.2261
N 11.9676 -19.8456 15.6787 0.6205
H 8.8929 -19.7215 15.9781 0.2463
H 10.0843 -20.2871 17.0178 0.0413
H 11.9688 -20.2550 16.6020 0.0396
H 12.7283 -19.4835 15.1217 -0.9303
C 16.6032 -23.4836 18.0757 0.2819
O 16.7976 -24.4623 17.3998 -0.7013
N 16.1127 -23.4289 19.2604 -0.2798
N 16.9105 -22.2186 17.7512 0.2108
H 16.4265 -22.6816 19.8630 0.1642
H 16.0326 -24.3281 19.7133 0.2392
H 16.6512 -21.4543 18.3584 0.2940
H 17.3027 -22.0197 16.8420 -0.2477
C 18.5571 -23.6466 13.5217 0.6562
O 19.7547 -23.8509 13.8302 -0.7815
N 17.9449 -23.9694 12.3979 -0.2012
N 17.7439 -23.1173 14.3728 0.2521
H 18.4563 -24.3794 11.6294 0.2365
H 16.9492 -23.8627 12.5297 0.1975
H 16.7904 -23.1135 14.0397 -0.3215
H 18.2222 -22.8582 15.2238 -0.1403
C 16.1820 -19.7632 20.5571 0.3592
O 15.9982 -20.7552 19.9565 -0.6363
N 16.5539 -18.6294 20.1124 0.1630
N 16.0586 -19.6173 21.8399 -0.4372
H 17.0977 -17.9582 20.6358 0.3194
H 16.3985 -18.6192 19.1145 -0.2545
H 16.2353 -18.6767 22.1626 0.1130
H 15.6710 -20.3460 22.4220 0.2364
C 13.8504 -19.0427 12.2770 -0.1955
O 14.0967 -19.6153 13.2839 0.2283
N 12.7446 -18.4599 12.0602 -0.0848
N 14.6469 -19.0501 11.1832 -0.2693
H 11.9130 -18.5264 12.6294 0.3568
H 12.8245 -18.0285 11.1505 0.1563
H 15.5275 -19.4858 11.4174 -0.5006
H 14.2616 -19.0744 10.2499 0.3020
C 12.1578 -21.8869 18.7877 0.6347
O 11.6060 -20.8154 18.9393 -0.6311
N 11.5330 -23.0391 18.6880 -0.4236
N 13.4343 -21.9087 18.5731 0.2449
H 12.0610 -23.8997 18.6618 0.1688
H 10.5273 -22.9455 18.6922 0.2392
H 13.9776 -21.0682 18.7086 -0.3735
H 13.9234 -22.7918 18.5418 0.0746
C 20.3759 -20.2603 13.8590 -0.2203
O 19.2523 -20.1332 13.3907 -0.4008
N 20.7309 -20.6436 15.0755 -0.1768
N 21.4971 -20.1023 13.2091 -0.3920
H 19.9587 -20.7958 15.7085 -0.0223
H 21.6597 -20.8409 15.4197 0.2311
H 21.4389 -19.4833 12.4132 0.1695
H 22.3512 -20.2367 13.7310 0.1884
C 14.0053 -22.9001 15.3931 -0.6866
C 14.0477 -23.4432 13.9985 0.3740
C 12.7939 -23.3665 13.1055 -1.0909
O 13.0507 -23.8656 11.8124 -0.3597
C 11.8107 -24.3548 11.1700 -0.8737
N 14.9443 -22.5822 13.2757 0.6671
H 13.2136 -23.4304 15.9225 0.6270
H 13.7720 -21.8426 15.5166 -0.1200
H 14.8930 -23.1659 15.9669 -0.0354
H 14.2822 -24.5063 13.9437 0.3809
H 12.4677 -22.3468 12.9010 0.1827
H 11.8722 -23.7601 13.5342 0.6441
H 11.9981 -24.7313 10.1644 0.2515
H 11.1556 -23.4901 11.0644 0.3697
H 11.3732 -25.1858 11.7234 0.3013
H 14.9440 -22.9579 12.3382 -0.2034
H 14.5070 -21.6798 13.1549 -0.8202
C 9.0419 -15.7262 18.7166 -1.5102
C 9.8582 -17.0652 18.4579 0.2925
C 11.2962 -17.0744 19.0659 0.4179
O 11.3869 -16.8955 20.5205 -0.5245
C 12.7148 -17.1333 21.0353 -0.4579
N 8.9036 -18.0750 18.7528 -0.6394
H 8.1441 -15.6006 18.1114 0.3982
H 9.7290 -14.8883 18.5984 0.3644
H 8.7889 -15.7183 19.7768 0.3518
H 9.8641 -17.0694 17.3679 0.1444
H 12.0466 -16.4170 18.6268 0.2135
H 11.6453 -18.0685 18.7869 -0.1162
H 12.9314 -18.1846 20.8456 0.1439
H 12.8886 -16.9552 22.0965 0.3703
H 13.4406 -16.4948 20.5318 0.1599
H 9.3738 -18.9496 18.5682 0.1546
H 8.6791 -18.1046 19.7371 0.3127
C 18.5482 -21.4658 9.9787 -1.5971
C 17.0465 -20.9390 10.3482 0.7145
C 15.9227 -21.9034 9.9392 -0.3977
O 15.9627 -22.1416 8.5943 -0.4320
C 14.7768 -22.6439 8.0500 -0.7667
N 17.0250 -20.6069 11.8081 2.0939
H 18.8318 -22.5076 10.1282 0.2716
H 19.3007 -20.9062 10.5343 0.2455
H 18.7496 -21.4489 8.9076 0.4909
H 17.0419 -20.0652 9.6966 0.3165
H 14.9952 -21.4224 10.2496 0.3312
H 15.8873 -22.8074 10.5472 0.2094
H 14.9079 -22.9980 7.0275 0.3087
H 13.9789 -21.9280 8.2476 0.3109
H 14.4093 -23.5005 8.6150 0.2566
H 16.5130 -21.2528 12.3918 -0.8919
H 17.9009 -20.6060 12.3110 -0.5606
C 22.1732 -18.0685 17.5457 -1.5034
C 21.7967 -17.3206 16.2434 0.5593
C 20.3437 -16.9512 16.3099 1.2529
O 20.0270 -16.5117 17.6136 -0.5321
C 18.8350 -16.9741 18.2209 -0.5156
N 22.6022 -16.0715 16.0551 -0.6905
H 21.5945 -18.9736 17.3610 0.3248
H 21.7871 -17.5833 18.4422 0.2551
H 23.2479 -18.1878 17.6830 0.4948
H 22.0324 -18.0574 15.4756 0.0129
H 19.8427 -17.8878 16.0651 -0.8986
H 20.0846 -16.2426 15.5231 -0.5108
H 18.0363 -16.5052 17.6461 0.1500
H 18.8797 -16.5628 19.2293 0.2695
H 18.8867 -18.0599 18.3021 0.5121
H 23.2832 -16.3002 16.7650 0.3606
H 21.9763 -15.3319 16.3402 0.3603
C 17.0234 -18.1278 14.8659 1.1304
C 16.9303 -19.2145 15.9653 2.1341
C 15.6029 -19.2138 16.7203 0.2281
O 15.5919 -18.3013 17.7390 0.4449
C 14.9631 -17.0936 17.4347 0.1083
N 17.1680 -20.4664 15.2976 4.0467
H 18.0381 -18.0462 14.4764 -0.3069
H 16.9171 -17.0927 15.1904 -0.6514
H 16.2096 -18.1132 14.1408 -0.8704
H 17.7297 -19.0212 16.6806 -0.4030
H 15.6436 -20.1356 17.3006 -1.4905
H 14.6614 -19.2705 16.1740 -0.1142
H 13.9391 -17.2442 17.0927 -0.0734
H 15.4553 -16.4533 16.7027 -0.4931
H 14.6851 -16.5790 18.3545 0.0766
H 16.4390 -20.7398 14.6543 -1.2728
H 18.0256 -20.4543 14.7644 -1.6649
C 20.0212 -13.4656 13.7266 -1.4321
C 18.5665 -13.8600 13.8741 0.7771
C 18.0925 -13.9703 15.3827 1.2094
O 18.3403 -12.8507 16.1840 -0.6121
C 17.4565 -11.7644 16.1277 -0.8831
N 17.8474 -12.7854 13.2494 -0.7172
H 20.6307 -14.1521 14.3142 0.2354
H 20.2604 -12.4846 14.1372 0.2829
H 20.3275 -13.5896 12.6879 0.3971
H 18.3521 -14.7920 13.3511 -0.0140
H 18.6260 -14.8112 15.8257 -0.8109
H 17.0410 -14.2456 15.3010 -0.0273
H 17.4230 -11.1228 15.2472 0.4238
H 17.6241 -11.1122 16.9849 0.3448
H 16.4464 -12.1205 16.3304 0.2591
H 18.0632 -12.0243 13.8773 0.1451
H 16.8520 -12.9514 13.2885 0.4262
```

## Properties
gap between HOMO and LUMO = 8.8 eV
net charge = 0
lowest unoccupied orbital energy = 0.007 hartree
maximum force = 8.09 eV/A
calculated total energy = -3916.319141 hartree
highest occupied orbital energy = -8.63 eV

Density functional theory data (ωB97M-V/def2-TZVPD) for 11 unconnected molecules or ions with the total composition C40H70N3O20 in a non-equilibrium geometry.

The geometry in XYZ format:
```
133
Properties=species:S:1:pos:R:3:mulliken_charge:R:1
C 1.1905 15.1094 19.6860 -0.6994
C 2.5329 15.7352 19.2375 0.0819
O 3.3970 15.8305 20.2307 -0.1096
H 1.4469 14.1325 20.2014 -0.2095
H 0.6062 15.0451 18.7700 0.2995
H 0.7586 15.8381 20.4338 0.0457
H 2.1853 16.6255 18.7460 -0.0169
H 3.0411 15.1762 18.3904 -0.2377
C -2.1223 12.5559 15.2774 -0.7162
O -2.3663 13.1981 16.5970 -0.2707
C -3.5067 12.9998 17.2542 0.7165
O -4.6045 12.9315 16.7184 -0.6309
O -3.4288 12.8661 18.5737 -0.3201
C -2.2420 13.2634 19.1798 -0.5837
H -1.4103 13.1850 14.7721 0.1576
H -3.0949 12.5258 14.8255 0.4848
H -1.7285 11.5845 15.4185 0.2861
H -1.6912 14.0401 18.6712 0.2615
H -1.5264 12.4715 19.4006 0.2751
H -2.4885 13.6659 20.1798 0.3374
C 2.0940 22.1516 18.0301 -0.8737
O 2.2530 20.7721 17.6945 -0.1086
C 1.1970 20.1414 17.1592 0.6028
O 0.1454 20.6593 16.9491 -0.5984
O 1.5907 18.8642 16.9763 -0.0532
C 0.6477 18.0359 16.3217 -0.5821
H 1.3534 22.1818 18.8025 0.3789
H 1.8835 22.7401 17.1461 0.3320
H 3.1007 22.4345 18.4102 0.1719
H -0.3315 18.0822 16.8186 0.3538
H 1.1181 17.0982 16.4988 0.0190
H 0.4825 18.3180 15.2396 0.3187
C 8.8115 19.4592 16.7238 -0.7375
O 7.9236 18.8802 17.6626 -0.2941
C 6.6238 18.9806 17.2976 0.6869
O 6.1701 19.5106 16.3237 -0.5834
O 5.9313 18.4235 18.2331 -0.2294
C 4.3982 18.4690 18.1133 0.1232
H 9.8375 19.1394 16.9501 0.2439
H 8.8129 20.5989 16.7698 0.2513
H 8.5236 19.1549 15.7354 0.3220
H 4.1976 18.3457 16.9852 0.4314
H 4.0105 19.3924 18.6069 -0.0411
H 4.0459 17.5618 18.6586 -0.3258
C 5.6166 7.6827 14.7253 -0.4511
O 6.4449 8.8815 14.5021 -0.3560
C 7.3833 9.0713 15.4338 0.8583
O 7.8074 8.2157 16.1416 -0.5806
O 7.7669 10.3426 15.4706 -0.3125
C 8.5441 10.8510 16.5549 -0.5642
H 6.2105 6.8199 15.0943 0.3027
H 5.3183 7.3658 13.7256 0.2993
H 4.7769 7.9252 15.3984 0.0863
H 7.8747 10.9004 17.4598 0.2026
H 8.7320 11.8309 16.2250 0.1907
H 9.3972 10.2283 16.8256 0.3787
C 5.6837 15.8635 22.3423 0.0379
O 5.9512 14.7400 23.2614 -0.1765
C 7.2972 14.4902 23.4034 0.7114
O 8.2145 15.2493 23.2890 -0.5894
O 7.4894 13.1821 23.6263 -0.3906
C 6.3676 12.2899 23.7672 -0.3627
H 4.6271 15.9492 22.2206 -0.4445
H 6.0141 15.6051 21.3050 0.0616
H 6.1766 16.7873 22.6485 0.4418
H 5.6873 12.6039 24.5444 0.2196
H 6.8463 11.3215 23.9892 0.2941
H 5.7901 12.2273 22.8148 0.0962
C 1.8689 14.0324 13.7701 -0.4269
O 0.9966 13.0951 14.4061 -0.3448
C 1.1934 13.0332 15.8714 0.4395
C 1.9804 11.7889 16.0140 -0.4102
O 1.1160 10.6158 15.8124 -0.1800
C 1.3332 9.7719 14.6460 -0.7459
H 1.4721 15.0182 13.9459 0.2829
H 1.9585 13.9648 12.6687 0.2730
H 2.9038 13.9358 14.1058 0.0079
H 0.2291 12.9343 16.3934 -0.1892
H 1.6726 13.9266 16.2267 0.1666
H 2.3474 11.7898 17.0746 0.2558
H 2.8828 11.9588 15.3285 0.1630
H 0.3890 9.2455 14.5403 0.2856
H 2.1050 9.0589 14.8013 0.1571
H 1.5491 10.2658 13.7079 0.3263
C 6.3431 13.2944 19.3348 0.2783
O 7.2463 14.3904 19.1443 -0.5686
C 6.5942 15.3120 18.2436 -0.0589
C 6.7101 15.0089 16.7548 -0.7869
O 6.2038 13.7183 16.3865 0.1191
C 6.4778 13.5046 15.0145 -0.9661
H 5.5760 13.6070 20.1469 -0.3021
H 7.0377 12.5196 19.8452 0.2037
H 5.7982 12.8988 18.3996 0.1076
H 7.1563 16.1855 18.3774 0.2908
H 5.5272 15.3951 18.4730 -0.0588
H 7.7656 14.9783 16.4474 0.4054
H 6.1594 15.7360 16.1490 0.3497
H 6.3250 12.4640 14.8398 0.2508
H 7.5412 13.6948 14.7369 0.3397
H 5.7818 14.1076 14.3944 0.2305
N 2.5916 11.5868 23.1993 -0.3929
C 2.7563 12.6183 22.3937 -0.4977
C 2.9036 13.9188 22.8480 0.7351
C 2.8189 14.1825 24.2022 -0.4062
C 2.4939 13.1298 25.0587 -0.4819
C 2.3556 11.8566 24.4851 -0.5102
H 2.9232 12.3505 21.3475 0.6877
H 3.1357 14.7274 22.0812 -0.2383
H 2.9384 15.1709 24.5909 0.4312
H 2.1832 13.2940 26.0866 0.3920
H 2.0700 11.0494 25.1068 0.4164
N 3.0581 8.3003 17.4027 -0.3568
C 4.1511 8.5798 18.0077 0.2136
C 4.1839 9.0321 19.3356 -0.9656
C 2.9529 9.3096 19.9551 -0.0213
C 1.7723 8.9956 19.2601 -0.6398
C 1.8799 8.4740 17.9960 -0.6017
H 5.1042 8.5416 17.4527 0.1452
H 5.1053 9.1667 19.8071 0.5355
H 2.7709 9.8053 20.9256 0.5374
H 0.8111 9.2017 19.6112 0.4985
H 1.0416 8.3083 17.4548 0.5553
N 2.0255 21.3079 21.2246 -0.6223
C 1.2196 20.1689 21.3674 -0.3839
C 1.7781 18.9246 21.4705 -0.5370
C 3.1236 18.7149 21.3066 0.9284
C 3.9233 19.8358 21.1042 -0.7837
C 3.3119 21.1220 21.1515 -0.2355
H 0.1303 20.2964 21.4103 0.3285
H 1.1008 18.0420 21.5855 0.2262
H 3.4484 17.6676 21.2001 0.3256
H 4.9359 19.8350 20.8639 0.5590
H 3.9267 22.0518 21.2231 0.3513
```

## Properties
gap between HOMO and LUMO = 6.8 eV
net charge = -1
lowest unoccupied orbital energy = 0.080 hartree
maximum force = 3.11 eV/A
calculated total energy = -3235.047655 hartree
highest occupied orbital energy = -4.68 eV